Here is an isolated ion of composition C3H11NOP and charge +1 from the OMol25 dataset. Energies are from ωB97M-V/def2-TZVPD.

Calculated values
total charge	+1
gap between HOMO and LUMO	11.172	eV

XYZ file:
```
17
Properties=species:S:1:pos:R:3:mulliken_charge:R:1
C -1.10575 -1.30545 -1.17664 -0.89
N -0.98905 -0.61552 0.06097 -0.31
C 0.54021 0.38828 0.12747 0.62
C 0.00494 1.60507 0.66467 -1.34
O 0.96052 0.25032 -1.13498 -0.45
P 1.77391 -0.81570 0.95945 -0.05
H -1.64057 -2.20996 -1.04479 0.41
H -1.87116 -0.86607 -1.90882 0.29
H -0.11350 -1.35324 -1.59969 0.37
H -0.87872 -1.23590 0.84277 0.36
H -1.79661 -0.01445 0.11980 0.33
H -0.41623 1.60778 1.70433 0.37
H -0.79380 2.02282 -0.01648 0.44
H 0.87226 2.39494 0.73220 0.33
H 0.63993 0.97779 -1.71470 0.35
H 1.74619 -0.28008 2.21450 0.07
H 2.94575 -0.10166 0.80355 0.10
```